# 1
C19H24NRuS as an isolated structure in a non-equilibrium geometry, computed with ωB97M-V with the def2-TZVPD basis set.

XYZ file:
```
46
Properties=species:S:1:pos:R:3:forces:R:3
C 0.1241 -3.4508 -1.9980 -0.006 0.296 0.209
C -1.1711 -3.8374 -1.4264 -0.577 -0.352 0.241
C 0.1906 -2.9990 -3.3910 0.016 0.079 -0.700
C 1.3417 -3.9053 -1.3188 0.588 -0.399 0.298
H 0.2217 -3.8507 -4.0926 -0.023 0.087 0.012
H 1.0882 -2.4072 -3.6009 -0.082 -0.108 -0.054
H -0.6857 -2.4034 -3.6679 0.089 -0.126 -0.094
H -1.4699 -4.8493 -1.7572 0.000 0.100 0.072
H -1.9782 -3.1666 -1.7369 0.074 -0.165 -0.054
H -1.1323 -3.8661 -0.3288 -0.073 0.010 -0.189
H 1.6236 -4.9369 -1.6008 -0.104 0.093 0.050
H 1.2002 -3.9020 -0.2290 0.128 -0.053 -0.197
H 2.2096 -3.2875 -1.5693 -0.079 -0.188 -0.038
C -1.6778 1.3795 -0.1088 -1.187 -0.248 -0.389
C -1.1954 0.9944 -1.4249 -0.497 0.024 0.694
C -1.6113 -0.3555 -1.6680 -0.544 0.121 0.067
H -0.7327 1.6690 -2.1392 -0.235 -0.244 0.194
C -2.3237 -0.8219 -0.5330 0.826 0.595 0.103
C -2.3495 0.2116 0.4405 -0.762 0.888 -0.833
H -2.8486 0.1438 1.4013 0.193 -0.050 -0.334
H -1.6977 2.3877 0.2894 -0.036 -0.166 -0.106
H -1.4342 -0.9020 -2.5857 0.045 0.064 0.272
H -2.7858 -1.7976 -0.4078 0.290 0.270 -0.011
C 2.3466 -0.1053 0.8562 0.617 0.585 -0.879
C 1.9165 1.1021 0.1678 1.163 -0.357 -0.288
C 1.6357 0.7145 -1.2110 0.688 0.014 0.564
H 2.0088 2.1183 0.5356 -0.026 -0.158 -0.100
C 1.9742 -0.6677 -1.3484 0.178 0.041 -0.006
C 2.4021 -1.1670 -0.0910 -0.634 0.999 0.140
H 2.7559 -2.1726 0.1208 -0.285 0.317 -0.020
H 2.6640 -0.1638 1.8893 -0.166 -0.012 -0.173
H 1.3917 1.3894 -2.0310 0.207 -0.274 0.392
H 1.9286 -1.2199 -2.2845 -0.081 0.175 0.448
Ru 0.0312 0.2519 0.2581 0.397 -1.852 -2.161
S -0.1875 0.3336 2.5452 0.137 0.350 2.853
C -0.6537 1.9240 3.0282 1.056 -0.810 -0.278
N 0.3356 2.7766 3.4732 -0.707 0.464 0.269
C 0.0377 3.9825 4.0518 -0.357 -0.365 -0.225
C -1.2769 4.3955 4.1247 0.767 0.398 0.092
C -2.2920 3.5952 3.5901 0.138 -0.729 -0.364
C -1.9730 2.3621 3.0449 -0.487 0.881 0.325
H 1.3124 2.4744 3.4009 -0.644 -0.024 0.119
H 0.8785 4.5553 4.4431 -0.284 -0.149 -0.198
H -1.5067 5.3637 4.5555 0.096 -0.178 0.026
H -3.3266 3.9201 3.6073 0.125 0.036 0.048
H -2.7326 1.7097 2.6361 0.061 0.124 0.202
```
Forces are in eV/Å.

## Properties
Spin multiplicity   5
M   399.54 u
ΔE to the lowest compared entry with this formula, charge and spin   0.478 eV
Orbital gap (alpha / beta)   0.2010 / 0.2559 Eh
HOMO energy (alpha / beta)   -9.106 / -11.388 eV
Total charge   +1
E_LUMO (alpha / beta)   -3.6367 / -4.4246 eV


# 2
A 7-piece molecular cluster, C32H54NO20PS overall in a non-equilibrium geometry, computed with ωB97M-V with the def2-TZVPD basis set.

XYZ file:
```
109
Properties=species:S:1:pos:R:3:forces:R:3
C -1.0094 0.5449 4.1294 0.322 -0.312 -0.531
C 0.1785 0.3620 3.1652 -1.758 0.166 0.140
P -0.0603 1.0856 1.4830 2.875 -0.040 -0.771
C -0.8974 2.7231 1.5595 -0.291 -0.100 0.623
C -0.0254 3.8399 0.9964 -0.375 0.067 -0.108
N -0.8535 -0.0214 0.4153 -0.587 -0.235 0.970
C -2.1670 0.2757 0.0501 0.414 -1.804 1.156
O -2.4380 1.0457 -0.7834 -0.855 2.463 -2.749
O -3.1626 -0.4145 0.6618 0.004 -0.376 1.132
C -3.7858 0.3400 1.7276 0.291 -0.677 -0.296
C -5.2032 0.6901 1.3708 -0.190 0.815 -0.179
C -5.8089 1.8859 2.1495 0.698 -0.329 0.109
S -4.9199 2.3489 3.6821 -0.059 -0.015 0.433
H -1.0564 1.5492 4.5239 0.034 0.255 0.299
H -1.9214 0.3890 3.5716 -0.323 -0.093 0.009
H -1.0018 -0.1875 4.9263 0.114 -0.015 0.398
H 1.0933 0.7695 3.5775 0.225 0.277 -0.072
H 0.3583 -0.6952 3.0037 -0.114 0.056 -0.232
H -1.0440 2.9534 2.6133 -0.213 -0.113 0.265
H -1.8823 2.7779 1.1056 -0.158 -0.265 -0.193
H -0.6327 4.7370 0.9315 -0.110 0.283 -0.111
H 0.3442 3.6066 0.0068 0.180 -0.087 -0.196
H 0.7919 4.0772 1.6608 0.442 -0.131 0.074
H -0.2935 -0.1903 -0.4080 0.178 0.321 -0.040
H -3.1702 1.2023 1.9420 -0.082 0.390 0.029
H -3.7486 -0.2983 2.6002 -0.013 -0.097 0.299
H -5.8453 -0.1739 1.4647 -0.098 -0.346 0.139
H -5.2136 0.9645 0.3220 0.057 -0.025 -0.304
H -5.8390 2.7535 1.5081 -0.161 0.259 -0.045
H -6.8015 1.6201 2.4706 -0.441 0.171 0.034
H -4.4326 3.5655 3.3853 -0.150 -0.185 -0.318
C 2.0864 -2.4916 -5.1755 0.288 0.600 0.014
C 2.1125 -1.9013 -3.7883 -0.050 -0.278 -0.498
C 0.9114 -2.2499 -2.9453 -0.046 -0.211 0.275
O 0.8120 -1.1190 -2.0698 0.073 0.248 -0.202
C 1.3707 -0.0549 -2.7118 0.058 -0.114 -0.131
O 1.2842 1.0707 -2.3450 0.018 0.061 0.060
O 2.0306 -0.4627 -3.8244 -0.093 0.042 0.383
H 1.2509 -2.0939 -5.7510 -0.104 -0.074 0.093
H 2.9962 -2.2322 -5.7167 0.011 -0.081 0.011
H 2.0080 -3.5692 -5.1323 0.027 -0.108 0.061
H 3.0419 -2.1695 -3.2781 -0.049 0.040 0.096
H 1.0490 -3.1636 -2.3718 -0.024 0.117 0.160
H -0.0122 -2.3247 -3.5243 0.072 0.032 -0.115
C 4.9345 -3.8054 3.9327 0.065 -0.186 -0.338
C 3.8234 -2.7963 3.7747 0.675 -0.338 0.182
C 2.7906 -2.8190 4.8704 -0.092 0.211 0.143
O 1.6177 -2.3566 4.1798 0.041 -0.202 -0.081
C 1.7653 -2.6746 2.8677 0.149 -0.137 -0.175
O 0.9055 -2.5945 2.0497 -0.047 -0.103 0.064
O 3.0273 -3.0897 2.6116 -0.268 0.163 0.155
H 4.5510 -4.8262 3.8835 -0.134 0.052 0.087
H 5.6530 -3.6990 3.1196 0.045 0.051 0.056
H 5.4584 -3.6654 4.8765 -0.039 0.129 0.001
H 4.2414 -1.7948 3.6497 -0.074 0.029 0.050
H 3.0373 -2.1558 5.6957 -0.123 0.097 -0.063
H 2.5980 -3.8216 5.2601 0.048 -0.041 -0.092
C -2.9524 -5.5214 -7.8946 0.123 0.059 -0.365
C -1.6395 -5.7123 -7.1758 -0.497 0.042 -0.171
C -1.5233 -4.9588 -5.8737 0.020 -0.068 0.246
O -0.1112 -4.7259 -5.7821 0.030 0.030 -0.166
C 0.3861 -4.7123 -7.0496 -0.049 -0.108 -0.299
O 1.4812 -4.3645 -7.3527 -0.163 -0.125 0.071
O -0.5489 -5.1545 -7.9284 0.161 0.013 0.267
H -3.0804 -4.4803 -8.1932 0.004 0.034 0.137
H -2.9789 -6.1200 -8.8048 -0.028 -0.052 0.052
H -3.7886 -5.8166 -7.2607 0.038 -0.027 0.039
H -1.4372 -6.7774 -7.0330 0.073 0.024 0.062
H -1.8717 -5.5334 -5.0185 0.182 0.015 0.062
H -2.0357 -3.9937 -5.8912 -0.035 -0.025 -0.113
C 6.2259 2.4406 3.2091 -0.008 -0.302 -0.324
C 5.8249 1.8190 4.5208 0.149 0.409 -0.383
C 6.8057 1.9961 5.6552 -0.033 0.104 0.183
O 6.5610 0.8248 6.4535 0.040 -0.105 -0.195
C 6.0823 -0.1335 5.6261 -0.128 0.074 -0.131
O 5.9347 -1.2795 5.9119 0.016 -0.072 0.155
O 5.7739 0.3844 4.4147 -0.026 -0.071 0.263
H 7.1289 1.9722 2.8123 0.078 0.020 0.171
H 5.4374 2.2903 2.4726 -0.032 0.137 0.019
H 6.3960 3.5113 3.3171 -0.088 0.007 0.050
H 4.8305 2.1715 4.8069 -0.002 -0.063 0.088
H 6.6224 2.8968 6.2358 -0.038 -0.124 0.146
H 7.8478 1.9853 5.3275 -0.036 -0.037 -0.098
C 5.0359 2.8754 -2.2942 -0.007 -0.343 0.248
C 4.3022 3.8924 -1.4558 0.204 -0.261 -0.430
C 4.9650 5.2480 -1.3875 -0.084 0.194 -0.074
O 4.5440 5.7300 -0.1043 0.048 -0.161 0.072
C 4.2925 4.6464 0.6737 -0.114 -0.191 -0.172
O 4.0981 4.6811 1.8452 0.051 0.087 0.130
O 4.2903 3.5119 -0.0695 -0.007 0.329 0.164
H 6.0151 2.6561 -1.8655 0.045 0.148 -0.017
H 4.4820 1.9373 -2.3241 -0.073 0.058 -0.071
H 5.1651 3.2346 -3.3152 -0.048 0.042 0.008
H 3.2644 3.9770 -1.7886 -0.013 0.041 0.065
H 4.6346 5.9215 -2.1749 -0.071 0.103 0.140
H 6.0564 5.1910 -1.3980 -0.006 -0.111 -0.006
C -7.8727 1.9488 -1.9035 -0.094 -0.040 -0.379
C -9.1540 1.4457 -1.2837 0.494 0.187 -0.153
C -8.9569 0.4856 -0.1365 -0.062 -0.006 0.300
O -10.1387 -0.3195 -0.2027 0.047 0.050 -0.202
C -10.5702 -0.3046 -1.4934 0.024 0.035 -0.047
O -11.4118 -1.0148 -1.9318 -0.009 -0.003 0.007
O -9.8974 0.6373 -2.2097 -0.168 -0.126 0.264
H -7.3134 1.1278 -2.3536 0.018 -0.055 0.137
H -8.0881 2.6620 -2.6989 0.008 0.052 0.064
H -7.2467 2.4399 -1.1576 -0.041 -0.002 0.036
H -9.7872 2.2874 -0.9887 -0.056 -0.067 0.057
H -8.8917 0.9895 0.8259 -0.152 -0.100 0.045
H -8.0851 -0.1617 -0.2626 0.035 0.074 -0.115
```
Forces are in eV/Å.

## Properties
M   835.81 u
Orbital gap   0.2767 Eh
SMILES   CCP(CC)NC(=O)OCCCS.C[C@@H]1COC(=O)O1.C[C@@H]1COC(=O)O1.C[C@@H]1COC(=O)O1.C[C@@H]1COC(=O)O1.C[C@@H]1COC(=O)O1.C[C@@H]1COC(=O)O1
HOMO energy   -7.057 eV
E_LUMO   0.4730 eV


# 3
A 10-piece molecular cluster, C30H30F10O30 overall in a non-equilibrium geometry, computed with ωB97M-V with the def2-TZVPD basis set.

XYZ file:
```
100
Properties=species:S:1:pos:R:3:forces:R:3
C -4.8477 3.0435 -8.0279 -0.747 -0.972 -0.937
C -4.6749 2.6604 -6.5509 -0.304 -1.728 -5.565
O -5.8678 1.9198 -6.3149 0.517 -0.373 2.505
C -6.5145 1.5237 -7.4242 -2.321 -0.984 -1.808
O -7.5347 0.7936 -7.5188 4.855 3.323 0.610
O -5.8419 2.1398 -8.4596 -1.270 -1.668 -1.314
F -4.6137 3.8459 -6.1021 -0.102 3.986 4.840
H -3.9335 3.0667 -8.6210 -0.054 -0.880 -0.133
H -5.2603 4.0399 -8.1859 -0.083 0.132 0.698
H -3.7069 2.1681 -6.4575 -0.491 -0.815 1.112
C -8.2823 6.6320 -2.2755 1.007 0.968 0.759
C -6.9582 7.4290 -2.2579 -1.560 0.082 -2.258
O -6.0436 6.5491 -1.7345 2.526 2.519 -1.414
C -6.6270 5.5440 -1.1808 2.607 -4.923 3.238
O -6.0339 4.6400 -0.5695 -1.683 2.639 -1.721
O -7.8954 5.5993 -1.3607 -4.137 -0.724 -0.408
F -7.0820 8.5191 -1.4928 0.035 0.820 1.207
H -8.6498 6.2861 -3.2416 0.542 -0.494 0.072
H -9.0429 7.3149 -1.8970 -0.119 -0.459 0.541
H -6.7386 7.8227 -3.2502 0.794 -0.446 -0.021
C 3.8767 -2.9717 6.8265 0.647 -0.181 -0.231
C 3.5014 -1.5422 6.6118 0.863 -0.465 1.535
O 3.7431 -0.9981 7.9783 -1.073 0.438 -0.735
C 4.5863 -1.8729 8.6288 0.958 4.963 5.292
O 5.1741 -1.7158 9.7113 -2.279 0.413 -2.819
O 4.7900 -2.8416 7.9098 1.508 -6.295 -3.402
F 2.2490 -1.4646 6.1165 0.327 0.843 0.627
H 4.4342 -3.2800 5.9421 -0.180 -0.659 0.263
H 3.0760 -3.6451 7.1324 -0.097 0.136 -0.298
H 4.2735 -1.1212 5.9678 -0.661 0.825 -0.254
C 7.1241 4.9258 8.0937 1.338 -0.294 -1.180
C 6.0236 4.6000 9.0310 -0.320 -0.281 -0.691
O 4.8299 4.8519 8.2515 0.757 -0.636 1.433
C 5.1660 4.9762 6.9557 -2.597 -1.320 -2.346
O 4.3481 4.8950 6.0443 2.221 0.780 2.176
O 6.4853 5.0012 6.8100 0.994 0.701 -0.092
F 6.0718 5.4335 10.0585 -0.426 1.093 1.368
H 7.9119 4.1757 8.0248 -0.329 -0.360 -0.029
H 7.6772 5.8071 8.4184 -0.562 0.576 -0.416
H 6.1652 3.6013 9.4442 -1.072 -0.288 -0.227
C -2.3910 3.1377 6.2501 0.354 -2.487 -1.271
C -2.8745 3.7900 4.9907 2.965 0.646 1.216
O -2.8853 5.0981 5.4838 -4.179 2.436 -4.171
C -2.1522 5.2659 6.4873 1.386 1.981 3.942
O -2.1089 6.2399 7.2016 0.481 -1.101 -1.082
O -1.5178 4.1069 6.6675 2.771 -0.377 2.653
F -4.0274 3.3869 4.6639 -4.172 -0.945 -1.397
H -1.9367 2.1770 6.0077 0.580 0.170 0.311
H -3.1555 2.9294 6.9986 -0.453 0.307 -0.193
H -2.2168 3.8369 4.1227 0.276 -0.627 -0.007
C -3.0031 -5.9287 -5.2555 -1.085 -0.015 -1.061
C -2.1948 -5.1243 -4.3563 2.888 1.150 1.924
O -1.0834 -6.0150 -3.9791 -1.282 0.752 0.067
C -1.1184 -7.0707 -4.8248 2.288 -1.950 0.913
O -0.3542 -8.0039 -4.8274 -0.553 1.408 0.367
O -2.0955 -6.9814 -5.6845 -2.987 1.173 -0.961
F -2.8238 -4.5970 -3.2484 0.206 -1.023 -0.615
H -3.3291 -5.2405 -6.0354 0.308 -0.645 -0.750
H -3.9461 -6.2263 -4.7969 0.322 -0.887 0.226
H -1.7077 -4.2679 -4.8228 -0.084 0.027 -0.101
C -1.1686 -0.0930 0.1942 0.558 -0.333 -0.713
C -0.3598 0.3986 -1.0259 0.208 -2.514 2.735
O 0.9341 0.5148 -0.4201 0.600 0.692 -2.596
C 0.8366 0.7858 0.8954 0.204 -1.767 0.139
O 1.7071 1.1375 1.6222 -0.193 0.465 -0.442
O -0.3383 0.3043 1.2694 -1.650 0.297 1.859
F -0.8090 1.5677 -1.3490 -0.634 3.041 -1.350
H -1.2540 -1.1788 0.1511 -0.031 -0.030 0.343
H -2.1529 0.3700 0.2637 0.171 0.046 0.028
H -0.4244 -0.2837 -1.8734 0.787 0.080 0.004
C -0.8414 -2.0560 -9.2480 -3.520 2.618 0.948
C 0.4473 -2.5455 -8.8029 1.123 0.700 -2.971
O 0.3573 -3.8175 -9.2939 4.474 -1.482 1.885
C -0.6425 -4.0100 -10.0576 -2.519 -6.507 -1.539
O -0.9477 -5.1108 -10.4642 0.742 0.989 -0.363
O -1.4221 -3.0121 -10.1408 -0.925 4.224 -0.221
F 0.5583 -2.5245 -7.5085 0.421 -0.129 2.591
H -0.9029 -1.0123 -9.5562 0.178 -0.310 -0.770
H -1.4479 -2.0671 -8.3424 -0.378 -0.056 0.107
H 1.2844 -2.0320 -9.2759 0.397 -0.044 0.334
C 7.2192 1.1292 1.3787 -0.406 -0.583 0.471
C 6.6980 0.7426 0.0436 -1.017 -1.575 -2.804
O 6.6039 -0.6840 0.0537 -0.580 -0.663 -0.275
C 7.0664 -1.1941 1.1963 0.398 -1.390 1.016
O 7.0481 -2.3497 1.5927 -0.023 2.774 -1.270
O 7.5955 -0.1593 1.8676 1.033 0.149 2.103
F 7.5500 1.0238 -0.9880 0.534 0.495 0.204
H 6.4447 1.5399 2.0264 -0.031 -0.010 -0.029
H 8.0597 1.8226 1.3475 0.068 -0.337 -0.140
H 5.7078 0.9511 -0.3615 -0.043 1.153 0.754
C 1.5964 -7.3134 0.7362 -0.441 -1.290 0.176
C 1.2251 -8.4488 1.7244 -0.699 -1.139 -5.381
O -0.2087 -8.5653 1.6662 1.596 3.011 0.519
C -0.5923 -7.2472 1.4043 -5.258 -0.110 -1.624
O -1.8176 -6.9594 1.4097 5.498 -0.337 0.302
O 0.4411 -6.4842 0.8898 -1.146 -0.551 0.518
F 1.6885 -8.0498 2.8375 0.893 0.081 4.472
H 1.7656 -7.7116 -0.2642 -0.727 0.272 -0.325
H 2.5349 -6.8244 0.9975 -0.413 0.282 0.459
H 1.5244 -9.4188 1.3272 0.693 -0.200 0.857
```
Forces are in eV/Å.

## Properties
M   1060.52 u
ΔE to the lowest compared entry with this formula, charge and spin   9.176 eV
Orbital gap   0.3717 Eh
SMILES   O=C1OC[C@@H](F)O1.O=C1OC[C@@H](F)O1.O=C1OC[C@@H](F)O1.O=C1OC[C@@H](F)O1.O=C1OC[C@@H](F)O1.O=C1OC[C@@H](F)O1.O=C1OC[C@@H](F)O1.O=C1OC[C@@H](F)O1.O=C1OC[C@@H](F)O1.O=C1OC[C@@H](F)O1
HOMO energy   -10.758 eV
E_LUMO   -0.6443 eV


# 4
C17H10BrCaN2O2 as an isolated structure in a non-equilibrium geometry, computed with ωB97M-V with the def2-TZVPD basis set.

XYZ file:
```
33
Properties=species:S:1:pos:R:3:forces:R:3
Ca -0.3915 -0.8652 0.0263 0.153 -2.178 -0.704
Br -5.6547 3.0888 2.8689 -0.075 0.051 0.010
C -4.1536 2.0151 2.5009 -0.035 -0.079 0.121
C -3.9207 0.8608 3.2616 -0.018 -0.008 0.018
C -2.8068 0.0983 3.0300 0.028 -0.023 0.071
C -1.8716 0.4187 2.0223 0.277 0.146 0.140
O -0.7943 -0.3203 1.8938 -0.815 0.690 1.372
C -2.1564 1.5581 1.1945 0.133 -0.021 0.315
C -1.3418 1.9898 0.0801 0.056 0.033 0.114
N -0.4236 1.2593 -0.4601 0.012 0.870 -0.519
C 0.3737 1.6067 -1.5840 -0.022 -0.219 0.218
C 0.2137 2.7060 -2.3781 -0.071 0.262 -0.028
C 1.0568 2.9479 -3.4837 -0.092 0.065 0.058
C 2.0666 2.0871 -3.7854 0.055 -0.028 -0.010
C 2.2608 0.9275 -2.9985 0.085 -0.015 -0.026
C 3.3009 0.0076 -3.2581 0.056 0.086 -0.134
C 3.4517 -1.0974 -2.4764 0.032 -0.069 0.031
C 2.5310 -1.3077 -1.4414 -0.116 0.056 0.046
N 1.5369 -0.4868 -1.1601 0.761 0.420 -0.674
C 1.4075 0.6640 -1.9113 -0.147 -0.033 0.192
C -3.2829 2.3561 1.5124 0.149 0.172 -0.464
H -4.6165 0.5876 4.0444 0.021 0.002 -0.008
H -2.5947 -0.7711 3.6381 -0.006 0.009 0.008
H -1.5717 2.9837 -0.3081 0.028 0.035 0.003
H -0.5694 3.4209 -2.1578 0.013 -0.012 -0.027
H 0.8968 3.8317 -4.0863 -0.011 -0.006 0.027
H 2.7276 2.2751 -4.6218 -0.005 -0.018 0.016
H 3.9763 0.1956 -4.0844 -0.016 0.014 0.013
H 4.2439 -1.8117 -2.6468 -0.006 0.001 0.015
H 2.6175 -2.1956 -0.8239 -0.011 -0.018 0.010
H -3.4617 3.2529 0.9295 -0.012 -0.028 0.002
O -4.0736 -0.6716 -0.6462 -0.312 0.106 0.014
C -2.9757 -0.7189 -0.4509 -0.087 -0.266 -0.220
```
Forces are in eV/Å.

## Properties
M   394.26 u
ΔE to the lowest compared entry with this formula, charge and spin   0.000 eV
Orbital gap   0.2556 Eh
HOMO energy   -10.858 eV
Total charge   +1
E_LUMO   -3.9020 eV